# C54H56F12N3O3P2S

A 8-piece molecular cluster, C54H56F12N3O3P2S overall at a distorted geometry (ωB97M-V/def2-TZVPD, the OMol25 dataset).

* orbital gap: 6.64 eV
* charge: -1
* molar mass: 1117.05 u
* total energy: -129538.239 eV
* largest force on an atom: 3.29 eV/A
* lowest unoccupied orbital energy: 2.123 eV

Geometry as XYZ:
```
131
Properties=species:S:1:pos:R:3:forces:R:3
C 2.95769 -2.06014 2.46723 0.51 0.05 -0.22
C 2.44073 -1.60635 1.06618 -0.59 0.26 1.04
F 3.41658 -2.06023 0.11406 -0.44 0.68 0.43
P 0.76615 -2.47244 0.71590 0.22 -2.82 1.55
O -0.16677 -0.99312 0.57626 -0.49 -1.11 -1.64
C -0.87984 -1.10373 -0.67000 0.10 3.14 -0.06
C -2.25747 -1.84085 -0.67826 -0.07 -0.66 -0.76
C -3.20961 -1.42086 0.48934 0.93 0.85 0.25
C -2.84756 -2.02836 1.88818 -0.90 0.08 0.34
C -3.38919 -3.49832 2.16538 1.36 0.28 0.65
S -4.18158 -4.33488 0.73588 0.26 -1.18 -0.44
C -2.93690 -5.51564 0.14547 2.00 0.27 1.37
N -1.69510 -5.55727 0.62529 -2.19 0.51 -0.40
N -1.01645 -6.52736 -0.05020 -1.97 -1.21 -1.82
C -1.88753 -7.04805 -0.90769 1.90 0.54 1.31
O -3.13143 -6.47348 -0.83029 0.61 0.64 0.50
C 0.25035 -1.49882 -1.71109 0.52 -3.21 -0.46
P 1.43486 -0.14185 -2.31260 -0.29 2.04 1.54
N 1.44677 1.17693 -1.42342 -0.38 -0.63 -0.15
C -0.12027 -2.27384 -3.02566 -0.35 0.55 -0.78
F -0.81026 -1.39146 -3.88863 0.09 -1.03 0.84
F -0.88984 -3.39443 -2.84110 0.35 1.36 0.04
C 1.16613 -2.75635 -3.85474 -0.45 -1.57 -0.19
F 0.98747 -4.10752 -4.16920 0.26 1.33 0.21
F 1.24692 -2.11484 -5.08570 0.25 -0.29 1.48
O 1.04609 -2.48994 -1.03462 -0.55 1.86 -0.95
H 2.20107 -1.92827 3.27427 0.55 -0.37 -0.93
H 3.26677 -3.13731 2.38231 -0.44 0.89 0.13
H 3.86378 -1.48627 2.79696 -0.59 -0.37 -0.43
H 2.25595 -0.50049 0.98934 0.86 -0.81 -0.15
H 0.40839 -2.57412 2.12815 0.56 0.39 0.00
H 1.52626 -3.72088 0.71722 0.10 0.18 0.25
H -0.37468 -3.34552 0.53452 -0.21 0.80 -0.48
H -1.11457 -0.01580 -0.87321 -0.11 -0.94 -0.13
H -2.08810 -2.94502 -0.74319 -0.31 0.95 0.29
H -2.77508 -1.55032 -1.63904 0.60 -0.24 0.75
H -4.29011 -1.57208 0.21865 1.04 -0.17 0.25
H -3.10159 -0.30208 0.59243 -0.09 -0.97 -0.08
H -3.34236 -1.36569 2.65648 0.44 -0.62 -0.64
H -1.75911 -2.00212 2.12648 -0.81 0.03 -0.62
H -2.52026 -4.10516 2.52959 -0.92 0.26 -0.64
H -4.10867 -3.47110 3.02382 0.23 -0.23 -1.06
H -1.59773 -7.85629 -1.60003 -0.90 0.70 0.34
H 1.12654 0.25611 -3.65775 0.29 -0.81 0.22
H 2.72890 -0.75666 -2.34954 -0.65 -0.16 -0.34
H 0.76202 1.06236 -0.67146 0.39 0.14 0.01
H 2.10945 -2.71323 -3.26946 -0.61 0.36 -0.56
F 1.30325 -0.04950 3.66860 -0.24 0.28 0.11
C 1.80470 0.91186 4.45310 0.17 0.27 0.22
C 2.45621 0.56238 5.62187 0.04 -0.24 0.08
C 2.98092 1.56168 6.43205 -0.13 0.19 -0.17
C 2.83909 2.89532 6.06910 -0.09 0.01 0.11
C 2.17734 3.23338 4.89336 0.00 -0.27 0.19
C 1.66137 2.23606 4.07741 -0.13 0.15 -0.19
H 2.54991 -0.48238 5.89121 -0.01 0.01 -0.07
H 3.50011 1.29998 7.34630 -0.03 -0.02 -0.05
H 3.24582 3.67320 6.70430 -0.01 -0.05 -0.04
H 2.06392 4.27388 4.61318 0.02 -0.06 -0.03
H 1.15053 2.47831 3.15371 0.01 -0.08 0.01
F -3.25952 1.79566 -1.06358 -0.07 0.00 0.08
C -2.90295 2.14416 -2.31316 0.21 0.10 -0.54
C -1.86521 3.03884 -2.49785 0.12 0.15 0.27
C -1.49460 3.39375 -3.78753 -0.24 -0.15 -0.09
C -2.17352 2.85794 -4.87734 0.03 0.03 -0.02
C -3.21786 1.96371 -4.67778 0.28 0.02 0.08
C -3.58188 1.59993 -3.38811 -0.01 -0.32 0.07
H -1.35315 3.45094 -1.63753 0.03 -0.10 -0.01
H -0.67754 4.08731 -3.94360 -0.02 -0.05 0.06
H -1.88624 3.13902 -5.88402 -0.02 -0.03 0.05
H -3.74829 1.55012 -5.52555 0.03 -0.02 0.07
H -4.38762 0.89723 -3.21342 0.05 -0.01 0.03
F -2.28206 -3.32053 -10.44320 -0.05 -0.08 -0.09
C -1.74009 -2.37697 -9.64841 0.25 0.40 0.38
C -1.07323 -2.76009 -8.49893 -0.01 -0.20 -0.01
C -0.51043 -1.78729 -7.68260 -0.07 0.09 -0.12
C -0.63115 -0.44399 -8.02089 0.03 0.07 0.03
C -1.30815 -0.07299 -9.17626 0.08 -0.18 0.13
C -1.86216 -1.04539 -9.99938 -0.15 0.04 -0.24
H -0.99702 -3.81088 -8.24814 -0.01 0.03 -0.02
H 0.02036 -2.07476 -6.78410 -0.14 0.01 -0.14
H -0.19552 0.31430 -7.38061 -0.03 -0.06 -0.01
H -1.40511 0.97436 -9.43670 0.00 -0.06 -0.02
H -2.38589 -0.77583 -10.90827 -0.01 -0.05 0.03
F -1.66104 -3.17094 4.51253 0.08 -0.01 0.10
C -2.18888 -2.84741 5.69941 -0.15 0.12 0.36
C -2.18645 -1.52396 6.10240 0.08 0.24 -0.14
C -2.73854 -1.18738 7.33126 -0.04 -0.27 0.01
C -3.27629 -2.17775 8.14613 -0.04 0.04 0.09
C -3.26759 -3.50391 7.73065 0.05 0.22 -0.08
C -2.72570 -3.84180 6.49735 -0.02 -0.24 -0.05
H -1.75542 -0.76830 5.45697 0.01 -0.07 -0.04
H -2.74912 -0.15344 7.65425 0.03 -0.04 -0.04
H -3.70294 -1.91379 9.10696 0.02 -0.02 -0.05
H -3.68303 -4.27551 8.36772 0.02 0.02 -0.06
H -2.71769 -4.86842 6.15283 0.04 0.04 -0.03
F -5.69342 3.13118 -5.85595 -0.06 0.05 -0.12
C -6.65722 3.35985 -4.94650 -0.41 0.10 0.41
C -6.33663 3.34957 -3.60069 0.24 0.06 0.11
C -7.33255 3.59114 -2.66360 -0.19 0.02 -0.25
C -8.63728 3.82910 -3.08174 -0.06 0.01 0.09
C -8.94593 3.83150 -4.43653 0.17 -0.02 0.14
C -7.94949 3.60097 -5.37630 -0.04 -0.02 -0.25
H -5.31687 3.15452 -3.29292 -0.15 0.11 -0.08
H -7.09178 3.59308 -1.60745 0.03 -0.02 -0.06
H -9.41424 4.01306 -2.34879 0.04 -0.01 -0.05
H -9.96337 4.01294 -4.76156 0.06 0.00 -0.02
H -8.16967 3.60765 -6.43664 0.04 -0.02 0.02
F 4.95792 4.21193 4.64419 0.16 0.06 -0.04
C 5.34873 5.48494 4.48391 0.15 0.42 -0.08
C 5.06322 6.41114 5.47120 -0.12 -0.06 0.20
C 5.47245 7.72801 5.30652 0.08 -0.09 -0.22
C 6.15186 8.10482 4.15390 0.02 0.10 0.01
C 6.42770 7.16492 3.16788 -0.10 0.01 0.21
C 6.02911 5.84545 3.33498 0.06 -0.15 -0.19
H 4.52573 6.10030 6.35856 0.03 -0.03 -0.03
H 5.26117 8.46042 6.07621 -0.02 -0.06 -0.02
H 6.46675 9.13375 4.02483 -0.02 -0.06 0.00
H 6.95355 7.46014 2.26806 -0.02 -0.05 0.04
H 6.24268 5.09773 2.58148 -0.05 -0.01 0.04
F 10.26587 -1.07938 1.58420 0.16 0.00 0.03
C 8.94675 -1.03186 1.30112 -0.61 0.02 -0.13
C 8.18630 0.01320 1.79150 0.13 0.18 0.15
C 6.82909 0.06372 1.49527 0.15 -0.26 -0.13
C 6.24848 -0.93560 0.72235 -0.18 0.18 -0.01
C 7.02425 -1.98213 0.24078 0.08 0.18 0.12
C 8.38367 -2.02913 0.52659 0.16 -0.17 -0.06
H 8.65468 0.77828 2.39891 0.03 -0.04 -0.02
H 6.22389 0.88164 1.86765 0.03 -0.04 0.01
H 5.19062 -0.89833 0.49583 0.08 -0.08 0.01
H 6.56986 -2.76242 -0.35765 0.00 0.05 0.04
H 9.00564 -2.83309 0.15223 0.02 0.03 0.04
```
Forces are in eV/Å.